Record 1
The following is a DFT calculation (wB97M-V/def2-TZVPD) of C18H25AsCsF9N6O2 as an isolated structure.

Each line ends with the Löwdin charge.
CARTESIAN COORDINATES (ANGSTROEM)
1 Cs -0.49 -0.68 -0.68  1.4116
2 C 4.23 0.49 2.71  -0.0796
3 N 4.61 0.11 1.36  -0.1859
4 C 5.76 -0.77 1.34  -0.0714
5 C 3.58 -0.02 0.42  -0.4499
6 N 2.34 0.02 0.66  0.1175
7 N 4.06 -0.11 -0.87  0.1219
8 C 3.35 -0.28 -2.04  -0.5324
9 N 4.17 -0.26 -3.17  0.1204
10 N 2.10 -0.39 -2.07  0.0299
11 H 5.11 0.90 3.20  0.0896
12 H 3.87 -0.36 3.30  0.0937
13 H 3.46 1.26 2.66  0.0888
14 H 6.66 -0.20 1.59  0.0892
15 H 5.89 -1.22 0.36  0.0771
16 H 5.65 -1.58 2.07  0.0903
17 H 2.10 0.02 1.64  0.0422
18 H 5.04 0.14 -0.98  0.1331
19 H 5.14 -0.52 -3.06  0.0834
20 H 3.75 -0.62 -4.01  0.0940
21 H 1.74 -0.55 -3.01  0.0503
22 C 0.65 -4.94 1.56  -0.2097
23 As -0.70 -3.84 0.65  0.9290
24 C -1.41 -2.76 2.09  -0.2075
25 C -1.99 -5.15 0.00  -0.1842
26 O 0.03 -3.05 -0.56  -0.8462
27 H 0.21 -5.48 2.40  0.0308
28 H 1.43 -4.26 1.91  0.0302
29 H 1.08 -5.63 0.84  0.0323
30 H -1.98 -3.37 2.80  0.0490
31 H -2.06 -2.01 1.66  -0.0175
32 H -0.57 -2.28 2.60  0.0427
33 H -2.50 -5.65 0.82  0.0418
34 H -1.44 -5.88 -0.61  0.0423
35 H -2.71 -4.64 -0.63  0.0156
36 N -0.26 2.36 -0.92  0.1186
37 C -0.31 3.51 -0.94  -0.1625
38 C -0.38 4.92 -0.97  -0.2267
39 C 0.71 5.67 -1.41  -0.0251
40 C 0.62 7.04 -1.48  -0.0759
41 C -0.56 7.68 -1.12  -0.0752
42 C -1.64 6.94 -0.67  -0.0710
43 C -1.56 5.56 -0.59  -0.0182
44 H 1.63 5.16 -1.69  0.1185
45 H 1.46 7.62 -1.82  0.1049
46 H -0.63 8.76 -1.18  0.1048
47 H -2.56 7.44 -0.38  0.1068
48 H -2.40 4.97 -0.25  0.1224
49 F -4.44 -3.12 -1.40  0.1520
50 C -4.78 -2.44 -0.29  -0.5420
51 F -6.12 -2.45 -0.25  0.1567
52 F -4.36 -3.20 0.74  0.1401
53 C -4.08 -1.04 -0.25  -0.4071
54 O -2.78 -1.17 -0.19  -0.5176
55 C -4.64 -0.30 1.02  -0.5405
56 F -4.20 -0.89 2.14  0.1478
57 F -5.97 -0.24 1.13  0.1545
58 F -4.20 0.97 1.09  0.1545
59 C -4.57 -0.24 -1.50  -0.5424
60 F -4.14 -0.80 -2.64  0.1564
61 F -5.90 -0.14 -1.61  0.1543
62 F -4.10 1.01 -1.51  0.1493

Energy relative to the best compared isomer or geometry (same formula, charge and spin), kcal/mol: 15.5
Total charge: 0
Kohn-Sham gap, Eh: 0.310
LUMO energy, eV: -0.02

Record 2
The following is a DFT calculation (wB97M-V/def2-TZVPD) of C18H25ClN4O2Os as an isolated structure.

Each line ends with the Löwdin charge.
CARTESIAN COORDINATES (ANGSTROEM)
1 Os 0.11 0.72 0.60  1.3165
2 C -2.30 -3.67 0.24  -0.0709
3 C -1.21 -3.56 -0.83  -0.1887
4 C -1.45 -2.39 -1.76  -0.1564
5 C -2.42 -2.60 -2.75  -0.0121
6 C -2.86 -1.58 -3.58  -0.0264
7 C -2.33 -0.31 -3.44  -0.0140
8 C -1.34 -0.06 -2.50  -0.1812
9 C -0.79 1.34 -2.39  -0.1826
10 C -1.38 2.12 -1.20  -0.0736
11 C -0.90 -1.11 -1.68  -0.1740
12 N 0.13 -0.81 -0.70  -0.1231
13 C 1.12 -1.68 -0.50  -0.0409
14 C 1.87 -1.55 0.65  -0.2947
15 C 2.92 -2.23 1.29  0.0186
16 C 3.13 -1.60 2.50  -0.0309
17 C 2.23 -0.53 2.58  -0.0962
18 N 1.46 -0.49 1.48  -0.1474
19 H -2.16 -4.58 0.84  0.0881
20 H -3.29 -3.71 -0.20  0.0876
21 H -2.27 -2.82 0.93  0.0136
22 H -1.22 -4.47 -1.44  0.1259
23 H -0.24 -3.55 -0.34  0.0867
24 H -2.84 -3.59 -2.85  0.1317
25 H -3.61 -1.78 -4.33  0.1239
26 H -2.67 0.49 -4.09  0.1276
27 H -0.99 1.89 -3.31  0.1287
28 H 0.30 1.29 -2.32  0.0786
29 H -2.46 2.23 -1.32  0.1168
30 H -0.95 3.10 -1.02  0.0906
31 H -1.43 1.51 -0.25  -0.0081
32 H 1.29 -2.46 -1.24  0.1619
33 H 3.43 -3.11 0.91  0.1298
34 H 3.85 -1.86 3.25  0.1191
35 H 2.12 0.20 3.37  0.1269
36 C 1.32 4.84 2.87  0.0603
37 O 2.16 4.14 1.89  0.0609
38 C 1.68 3.12 1.29  -0.5338
39 O 0.53 2.65 1.47  -0.0842
40 N 2.50 2.53 0.39  0.0999
41 N 1.98 1.42 -0.30  0.0159
42 H 1.90 5.71 3.15  0.1131
43 H 1.15 4.19 3.72  0.1080
44 H 0.39 5.13 2.39  0.1081
45 H 3.43 2.86 0.19  0.1921
46 H 2.62 0.63 -0.19  0.1300
47 H 1.91 1.65 -1.29  0.1314
48 Cl -1.89 -0.32 1.49  0.7945
49 C -0.83 0.74 2.42  -0.5462
50 H -0.38 0.21 3.25  0.0436
51 H -1.30 1.69 2.67  0.0549

Total charge: +2
Kohn-Sham gap, Eh: 0.256
LUMO energy, eV: -7.35

Record 3
The following is a DFT calculation (wB97M-V/def2-TZVPD) of C18H25IrN5OS2Si as an isolated structure.

Each line ends with the Mulliken spin population.
CARTESIAN COORDINATES (ANGSTROEM)
1 Ir -0.45 -0.23 0.25  2.0422
2 S 2.29 0.46 0.65  0.1788
3 C 1.66 0.95 2.14  0.0589
4 S -0.03 0.60 2.40  0.2536
5 C 2.38 1.67 3.11  -0.0292
6 C 1.77 2.12 4.31  -0.0145
7 N 1.31 2.52 5.29  0.0050
8 C 3.71 2.08 2.87  -0.0049
9 N 4.80 2.42 2.71  0.0100
10 C -3.11 -1.80 -1.55  0.1342
11 C -3.63 -0.72 -0.70  0.3035
12 C -5.01 -0.33 -0.53  0.0950
13 C -5.01 0.73 0.31  0.1201
14 C -3.62 0.98 0.64  0.3301
15 C -3.10 2.08 1.46  0.0024
16 N -2.83 0.08 0.02  -0.0269
17 H -3.87 -2.15 -2.25  0.0111
18 H -2.78 -2.64 -0.94  0.0129
19 H -2.23 -1.47 -2.09  -0.0105
20 H -5.85 -0.83 -1.00  0.0026
21 H -5.84 1.31 0.68  0.0036
22 H -3.91 2.63 1.94  0.0030
23 H -2.53 2.77 0.83  0.0505
24 H -2.39 1.72 2.21  0.0266
25 N -0.30 1.71 -1.03  0.0334
26 C 0.30 2.69 -0.95  0.0462
27 N 1.00 3.81 -0.86  0.0033
28 C 0.53 5.03 -1.51  0.0015
29 C 0.01 5.99 -0.46  0.0007
30 O 0.98 6.24 0.54  0.0003
31 C 1.33 5.04 1.22  -0.0015
32 C 1.93 4.02 0.27  -0.0027
33 H -0.24 4.77 -2.23  -0.0001
34 H 1.37 5.48 -2.04  0.0002
35 H -0.90 5.58 0.00  0.0005
36 H -0.24 6.95 -0.91  -0.0001
37 H 0.44 4.61 1.71  0.0026
38 H 2.05 5.31 1.99  0.0004
39 H 2.10 3.07 0.76  0.0027
40 H 2.88 4.36 -0.14  -0.0011
41 C 0.29 -3.34 -1.56  0.0504
42 Si 0.19 -2.53 0.17  0.2690
43 C 1.85 -2.96 0.98  0.0093
44 C -1.07 -3.56 1.18  0.0045
45 H 0.45 -4.42 -1.46  0.0113
46 H 1.15 -2.93 -2.10  0.0059
47 H -0.59 -3.18 -2.17  -0.0115
48 H 1.97 -4.05 1.05  0.0043
49 H 1.90 -2.55 1.99  0.0004
50 H 2.69 -2.55 0.42  0.0019
51 H -1.10 -4.61 0.85  0.0073
52 H -2.09 -3.17 1.15  0.0029
53 H -0.77 -3.56 2.23  0.0001

Energy relative to the best compared isomer or geometry (same formula, charge and spin), kcal/mol: 0.0
2S+1: 5
Total charge: -1
<S²>: 6.02
Kohn-Sham gap (alpha / beta), Eh: 0.197 / 0.173
LUMO energy (alpha / beta), eV: 2.33 / 0.38

Record 4
The following is a DFT calculation (wB97M-V/def2-TZVPD) of C18H25N2O8S4W as an isolated structure.

Each line ends with the Löwdin charge.
CARTESIAN COORDINATES (ANGSTROEM)
1 W -0.01 -0.14 0.11  1.3868
2 C 1.00 1.30 -3.71  -0.4904
3 C 2.07 0.28 -3.36  -0.4819
4 S 1.66 -0.90 -2.04  0.8978
5 C 0.62 -2.12 -2.88  -0.4710
6 C -0.83 -1.73 -3.10  -0.4329
7 S -1.76 -1.33 -1.58  0.9151
8 C -2.95 -0.18 -2.31  -0.4695
9 C -3.55 0.72 -1.25  -0.4716
10 S -2.29 1.57 -0.29  0.9281
11 C -1.87 3.04 -1.26  -0.4577
12 C -1.09 2.83 -2.55  -0.4710
13 S 0.49 2.05 -2.16  0.9158
14 H 0.14 0.84 -4.21  0.0687
15 H 1.41 2.05 -4.38  0.0968
16 H 2.96 0.79 -2.99  0.0879
17 H 2.37 -0.31 -4.23  0.0948
18 H 0.70 -3.03 -2.29  0.0667
19 H 1.08 -2.31 -3.85  0.1015
20 H -1.36 -2.56 -3.57  0.1054
21 H -0.91 -0.87 -3.75  0.0610
22 H -3.73 -0.79 -2.78  0.1035
23 H -2.45 0.39 -3.09  0.0603
24 H -4.12 0.14 -0.53  0.0890
25 H -4.22 1.45 -1.69  0.1028
26 H -1.30 3.65 -0.56  0.0869
27 H -2.81 3.56 -1.46  0.0981
28 H -0.90 3.80 -3.01  0.0977
29 H -1.63 2.21 -3.27  0.0682
30 O 4.11 -0.25 5.71  0.0132
31 C 4.54 0.38 4.72  -0.7227
32 O 5.45 1.19 4.54  0.0187
33 C 3.61 0.22 3.53  -0.0589
34 C 3.31 -1.02 2.98  0.0465
35 C 2.40 -1.14 1.96  -0.0728
36 N 1.73 -0.08 1.46  -0.0315
37 C 2.04 1.13 1.98  -0.1808
38 C 2.97 1.33 2.96  0.1043
39 C 1.22 2.22 1.43  -0.4588
40 O 1.31 3.39 1.59  0.1957
41 O 0.22 1.67 0.63  -0.4222
42 H 3.77 -1.91 3.39  0.1379
43 H 2.17 -2.10 1.53  0.0973
44 H 3.19 2.33 3.30  0.1528
45 C -2.30 -2.18 3.09  0.0184
46 O -1.53 -1.75 1.93  -0.1298
47 C -1.15 -0.52 1.75  -0.3677
48 C -1.55 0.47 2.79  -0.0427
49 H -1.73 -2.00 4.00  0.1103
50 H -2.45 -3.25 2.95  0.1090
51 H -3.26 -1.66 3.12  0.1032
52 H -2.64 0.51 2.89  0.1052
53 H -1.19 1.47 2.57  0.0718
54 H -1.14 0.15 3.75  0.1188
55 O -0.65 -3.83 -0.47  0.0979
56 N 0.01 -3.34 0.40  -0.4425
57 O 0.40 -3.80 1.42  0.1657
58 O 0.43 -2.03 0.15  -0.4233

Energy relative to the best compared isomer or geometry (same formula, charge and spin), kcal/mol: 21.2
Total charge: +1
Kohn-Sham gap, Eh: 0.180
LUMO energy, eV: -4.89